The following is a DFT calculation (the ωB97M-V functional and the def2-TZVPD basis) of 2 unconnected molecules or ions with the total composition C4H10N4OS2 in a non-equilibrium geometry.

ORCA input file:
```
! RIJCOSX wB97M-V def2-TZVPD def2/J DEFGRID3
* xyz 2 3
C 2.2912 0.8456 -1.6382
C 0.4822 -1.4744 -0.2744
C -1.3369 1.9845 0.2161
C -0.8399 0.9886 1.1322
N 1.4892 0.6413 -0.6862
N -0.6456 -2.1692 0.0658
N 1.5587 -2.2341 -0.6212
N 0.5107 -0.1287 -0.2888
O -1.6571 0.0361 1.4662
S 3.7395 1.7244 -1.7927
S -2.5205 2.8973 1.4545
H 2.1929 0.2338 -2.6904
H -0.5435 2.5608 -0.1216
H -1.9277 1.7391 -0.5711
H 0.1335 1.1801 1.7928
H -0.5875 -3.1813 0.2238
H -1.5478 -1.7213 0.3271
H 1.4131 -3.2337 -0.7416
H 2.5653 -1.9681 -0.6983
H -1.3071 -0.5353 2.2339
H -3.4627 1.8145 1.2122
*
```

## Properties
<S²>: 2.01
LUMO (spin up / spin down) in eV: -7.71 / -10.26

Results of the Mulliken charge analysis, in e, for atoms 1 through 4: 0.05, 0.68, -0.92, 0.36

---

The following is a DFT calculation (the ωB97M-V functional and the def2-TZVPD basis) of a single C2H9N5 molecule in a non-equilibrium geometry.

ORCA input file:
```
! RIJCOSX wB97M-V def2-TZVPD def2/J DEFGRID3
* xyz 0 1
C 0.4856 2.2171 -1.1129
N 0.3643 0.8814 -0.5847
N 1.3594 0.5083 0.0905
N 1.1640 -0.5909 0.8232
N -0.0489 -1.2186 0.9912
C -0.4396 -1.9565 -0.2074
N -1.1475 -0.0128 1.2918
H 0.3399 2.1668 -2.1908
H 1.4631 2.6592 -0.9068
H -0.3079 2.8212 -0.6760
H 1.7811 -0.6356 1.6214
H 0.3642 -2.6565 -0.4616
H -0.6160 -1.2888 -1.0627
H -1.3417 -2.5233 0.0345
H -1.7412 -0.5699 1.9036
H -1.6791 0.1988 0.4468
*
```

## Properties
Energy above the lowest of the compared OMol25 structures with the same formula, charge and spin in kJ/mol: 436.3
LUMO in eV: 1.17
Structure (SMILES): C/N=N/NN(C)N

Results of the Mulliken charge analysis, in e, for atoms 1 through 4: -0.84, 0.21, -0.45, -0.08

---

The following is a DFT calculation (the ωB97M-V functional and the def2-TZVPD basis) of a molecular structure, C17H19N3O4S in a non-equilibrium geometry.

ORCA input file:
```
! RIJCOSX wB97M-V def2-TZVPD def2/J DEFGRID3
* xyz 0 1
C -5.4148 -0.1659 2.0292
H -6.1251 0.5408 2.1110
O -4.6233 0.2078 0.7233
C -4.1379 1.3676 0.7187
C -3.3914 1.4293 -0.7092
N -2.1338 0.9596 -0.4760
C -1.2131 1.6638 0.2431
O -1.3762 2.9047 0.4379
C 0.2041 1.2560 0.0119
C 1.3762 1.6814 -0.5560
C 2.4801 1.2496 -0.1965
C 2.2368 0.1426 0.6331
N 3.3159 -0.9175 1.1267
C 4.5344 -0.4530 0.8430
C 5.5576 -1.3599 1.1904
C 6.7767 -1.2077 1.0219
C 7.1705 -0.3462 -0.0190
C 6.0886 0.5234 -0.4754
N 4.9416 0.5274 -0.2059
C 3.8208 1.3355 -0.6111
O 4.1434 2.0952 -1.6537
H 6.1400 1.4497 -1.1404
H 8.1364 0.0817 -0.3644
H 7.5815 -1.7369 1.4624
H 5.2848 -1.9106 1.8096
S 0.7618 -0.0494 1.1890
H 1.3065 2.3554 -1.2505
C -1.7944 -0.0600 -1.1997
H -2.4808 -0.2850 -1.9901
C -2.2016 -1.4605 -0.2160
O -1.9813 -2.5489 -0.9603
C -2.9766 -3.0546 -2.0025
H -2.8431 -2.3788 -2.7630
H -2.7559 -4.1936 -2.1542
H -3.9961 -3.0186 -1.4726
H -3.2510 -1.1226 0.0282
H -1.5985 -1.4181 0.4480
H -0.7714 -0.2823 -1.1487
H -3.9928 1.1987 -1.3605
H -3.4317 2.8114 -0.6269
H -3.4348 1.4403 1.7616
H -5.1185 2.2382 1.0631
H -5.9776 -1.2095 1.8686
H -4.8361 -0.2802 2.8321
*
```

## Properties
Energy above the lowest of the compared OMol25 structures with the same formula, charge and spin in kJ/mol: 1868.7
LUMO in eV: -0.41

Results of the Mulliken charge analysis, in e, for atoms 1 through 4: -0.99, 0.46, -0.29, -0.15

---

What did we get for molar mass? Answer: 194.285; 103.129; 361.423 g/mol, in the order shown.
What did we get for E? Answer: -33966.336; -9666.373; -41415.261 eV, in the order shown.